1.
The molecule C21H25N3O2, computed with ωB97M-V/def2-TZVPD.

The geometry in ORCA input format:
```
! wB97M-V def2-TZVPD RIJCOSX def2/J DEFGRID3
* xyz 0 1
C -4.51 2.25 -3.43
C -3.47 1.55 -2.60
C -2.67 2.26 -1.71
C -1.72 1.60 -0.94
C -1.54 0.23 -1.05
C -2.34 -0.47 -1.94
C -3.29 0.18 -2.71
H -3.90 -0.39 -3.40
H -2.21 -1.54 -2.04
C -0.52 -0.48 -0.22
H 0.21 0.24 0.16
H 0.01 -1.22 -0.82
C -1.18 -1.21 0.97
N -0.25 -2.04 1.70
C -0.26 -3.39 1.59
O -1.09 -4.03 0.99
C 0.94 -3.93 2.35
C 1.41 -2.74 3.18
H 0.94 -2.76 4.17
H 2.49 -2.72 3.31
C 0.91 -1.51 2.40
C 0.51 -0.37 3.33
H 1.33 -0.13 4.01
H -0.33 -0.68 3.94
H 0.22 0.53 2.79
C 1.99 -1.15 1.35
O 2.26 -1.92 0.45
N 2.65 0.01 1.53
H 2.32 0.68 2.21
C 3.55 0.53 0.50
C 2.77 1.36 -0.48
C 2.26 0.82 -1.65
C 1.47 1.60 -2.47
C 1.20 2.90 -2.07
N 1.67 3.43 -0.96
C 2.44 2.68 -0.19
H 2.80 3.17 0.71
H 0.57 3.55 -2.67
H 1.05 1.20 -3.38
H 2.49 -0.21 -1.91
H 3.98 -0.34 0.00
H 4.33 1.11 0.99
H 1.69 -4.23 1.62
H 0.66 -4.80 2.94
H -1.65 -0.49 1.64
H -1.95 -1.89 0.59
H -1.11 2.18 -0.26
H -2.79 3.33 -1.61
H -4.43 1.94 -4.48
H -4.39 3.33 -3.38
H -5.50 1.98 -3.08
*
```

## Properties
M	351.4	g/mol
HOMO level	-8.7	eV
relative energy (zero: lowest compared OMol25 entry of this formula, charge and spin)	41.09	kJ/mol
E	-30749.8868	eV

***

2.
The ion C10H14NO2S with charge +1 at a distorted geometry, computed with ωB97M-V/def2-TZVPD.

The geometry in ORCA input format:
```
! wB97M-V def2-TZVPD RIJCOSX def2/J DEFGRID3
* xyz 1 1
C 1.42 -3.28 1.56
C 1.30 -3.02 0.17
C 0.30 -3.07 2.36
C 0.26 -2.24 -0.30
C 0.21 3.43 -0.87
C -0.96 -2.41 1.90
C -0.75 -1.59 0.65
C -0.94 3.65 -2.92
C 0.03 -0.24 1.07
C 0.21 0.64 -0.23
N 0.94 4.38 -1.14
O 1.59 5.30 -0.71
O -0.55 2.85 -1.83
S 0.61 2.33 0.49
H 2.22 -3.78 1.98
H 2.05 -3.38 -0.43
H 0.13 -3.56 3.35
H 0.13 -2.05 -1.38
H -1.77 -3.09 1.55
H -1.62 -2.07 2.77
H -1.70 -1.43 0.03
H -0.85 4.75 -2.70
H -2.00 3.52 -3.01
H -0.62 3.38 -3.95
H 0.90 -0.40 1.55
H -0.71 0.34 1.58
H 0.99 0.21 -0.79
H -0.82 0.81 -0.76
*
```

## Properties
M	212.3	g/mol
HOMO level (alpha / beta)	-10.7 / -11.3	eV
relative energy (zero: lowest compared OMol25 entry of this formula, charge and spin)	68.41	kJ/mol
E	-27002.7360	eV

***

3.
The molecule C7H18NO3PSi at a distorted geometry, computed with ωB97M-V/def2-TZVPD.

The geometry in ORCA input format:
```
! wB97M-V def2-TZVPD RIJCOSX def2/J DEFGRID3
* xyz 0 1
C -0.87 1.05 0.32
C -2.96 -0.33 -0.25
C -2.29 0.76 0.56
C -0.01 -0.54 0.49
C 1.98 -0.07 -1.83
C 2.81 -1.89 0.35
C 2.88 0.96 1.10
N -3.04 2.08 0.45
O -1.03 -1.03 -2.01
O -0.35 -3.06 -0.47
O -2.37 -1.58 0.14
Si 1.86 -0.30 -0.04
P -0.80 -1.72 -0.72
H -0.75 1.13 -0.76
H -0.44 1.93 0.82
H -4.07 -0.51 -0.07
H -2.94 -0.29 -1.41
H -2.40 0.54 1.69
H -0.08 -0.75 1.49
H 1.79 -1.10 -2.18
H 1.32 0.64 -2.38
H 2.95 0.13 -2.09
H 3.51 -1.67 1.14
H 2.14 -2.72 0.76
H 3.44 -2.32 -0.43
H 2.14 1.56 1.64
H 3.52 0.38 1.88
H 3.48 1.57 0.53
H -2.57 2.72 1.15
H -4.07 1.93 0.57
H -2.78 2.51 -0.46
*
```

## Properties
M	223.3	g/mol
HOMO level	-8.8	eV
relative energy (zero: lowest compared OMol25 entry of this formula, charge and spin)	83.48	kJ/mol
E	-32349.7603	eV

***

4.
A cluster of 2 separate species, C10H31ClN2O4P3S3 in total, computed with ωB97M-V/def2-TZVPD.

The geometry in ORCA input format:
```
! wB97M-V def2-TZVPD RIJCOSX def2/J DEFGRID3
* xyz -1 1
N 0.96 -0.27 -0.72
P 1.19 -1.50 0.26
P 0.27 -1.16 2.38
S -1.57 -2.47 1.91
C 1.76 -0.09 2.91
C 2.01 -0.07 4.42
C 3.47 0.11 4.84
C 4.17 -1.22 5.05
S 5.76 -1.11 5.81
O 5.73 -0.19 6.91
O 6.34 -2.40 5.94
Cl 6.82 -0.17 4.31
P 1.50 -3.10 3.08
S 1.44 -4.84 2.15
H 0.46 0.47 -0.23
H 2.55 -1.86 0.45
H 0.77 -2.75 -0.26
H -0.33 -1.04 3.68
H -0.41 -0.05 1.79
H -1.53 -2.34 0.58
H 2.67 -0.37 2.37
H 1.49 0.91 2.57
H 1.43 0.74 4.87
H 1.60 -0.98 4.88
H 3.54 0.68 5.77
H 4.01 0.67 4.07
H 3.62 -1.86 5.75
H 4.33 -1.79 4.13
H 2.83 -2.63 3.13
H 1.31 -3.22 4.48
C -5.22 3.12 -4.80
O -3.96 2.91 -5.38
C -2.88 3.53 -4.68
C -1.97 2.49 -4.06
N -2.65 1.76 -3.02
C -1.85 0.72 -2.37
C -1.37 -0.44 -3.23
O -2.43 -1.28 -3.70
C -3.00 -0.89 -4.93
H -5.96 2.67 -5.46
H -5.31 2.67 -3.81
H -5.45 4.19 -4.70
H -3.28 4.18 -3.90
H -2.32 4.13 -5.40
H -1.11 3.02 -3.62
H -1.57 1.86 -4.87
H -3.50 1.35 -3.39
H -2.44 0.31 -1.55
H -0.97 1.18 -1.93
H -0.73 -1.06 -2.60
H -0.77 -0.10 -4.08
H -2.25 -0.45 -5.60
H -3.81 -0.17 -4.82
H -3.40 -1.79 -5.40
*
```

## Properties
M	467.9	g/mol
HOMO level	-4.6	eV
E	-94935.5021	eV

***

5.
A structure of composition C39H43FeN4O2P2S, computed with ωB97M-V/def2-TZVPD.

The geometry in ORCA input format:
```
! wB97M-V def2-TZVPD RIJCOSX def2/J DEFGRID3
* xyz 2 6
Fe -0.02 0.06 -1.07
N -0.31 -4.08 -1.38
C -0.03 -2.80 -1.55
O -0.22 -1.97 -0.63
C 0.56 -2.35 -2.85
C 0.27 -0.90 -3.12
H -0.63 -4.41 -0.48
H -0.16 -4.75 -2.11
H 0.18 -2.98 -3.67
H 1.63 -2.53 -2.78
H -0.75 -0.67 -3.45
H 1.01 -0.39 -3.72
C 2.84 3.64 -0.46
N 2.09 2.37 -0.40
P 2.32 1.10 -1.53
C 2.66 -0.38 -0.50
C 3.30 -1.47 -1.10
C 3.49 -2.65 -0.39
C 3.00 -2.77 0.91
C 2.36 -1.71 1.51
C 2.19 -0.51 0.81
C 3.88 1.40 -2.37
C 3.84 1.89 -3.67
C 5.03 2.17 -4.34
C 6.24 1.95 -3.71
C 6.28 1.46 -2.40
C 5.10 1.18 -1.73
P 0.42 2.34 -0.08
C -0.35 3.55 -1.19
C -0.33 4.92 -0.94
C -0.87 5.81 -1.86
C -1.42 5.33 -3.04
C -1.45 3.97 -3.31
C -0.92 3.09 -2.38
C 0.25 2.97 1.60
C -0.98 3.50 2.00
C -1.14 3.95 3.31
C -0.09 3.86 4.20
C 1.12 3.30 3.81
C 1.29 2.85 2.51
H 3.90 3.46 -0.40
H 2.55 4.26 0.38
H 2.63 4.19 -1.38
H 3.68 -1.39 -2.11
H 4.03 -3.48 -0.85
H 3.15 -3.70 1.46
H 1.99 -1.78 2.53
H 1.78 0.34 1.35
H 2.89 2.06 -4.16
H 5.00 2.55 -5.36
H 7.17 2.16 -4.23
H 7.23 1.29 -1.91
H 5.13 0.81 -0.71
H 0.09 5.30 -0.01
H -0.85 6.87 -1.66
H -1.85 6.03 -3.76
H -1.89 3.60 -4.23
H -0.95 2.03 -2.60
H -1.81 3.58 1.30
H -2.09 4.38 3.62
H -0.21 4.22 5.22
H 1.94 3.22 4.52
H 2.24 2.41 2.20
C -3.79 -4.71 -0.12
C -4.78 -3.57 -0.34
C -4.11 -2.23 -0.62
N -3.34 -1.82 0.57
C -2.57 -0.76 0.68
S -2.42 0.38 -0.62
N -1.89 -0.49 1.83
C -1.55 -1.28 2.97
O -0.51 -1.02 3.52
C -2.48 -2.33 3.45
C -3.85 -2.09 3.54
C -4.69 -3.08 4.04
C -4.16 -4.30 4.44
C -2.78 -4.53 4.37
C -1.94 -3.54 3.89
H -4.32 -5.64 0.09
H -3.12 -4.52 0.73
H -3.18 -4.87 -1.02
H -5.44 -3.46 0.53
H -5.42 -3.79 -1.19
H -4.85 -1.46 -0.85
H -3.44 -2.30 -1.47
H -3.44 -2.40 1.39
H -1.31 0.32 1.77
H -4.26 -1.12 3.27
H -5.75 -2.89 4.13
H -4.81 -5.08 4.82
H -2.37 -5.47 4.71
H -0.87 -3.69 3.85
*
```

## Properties
<S²>	8.7712
M	749.7	g/mol
HOMO level (alpha / beta)	-12.9 / -13.5	eV
E	-114985.0115	eV

***

6.
The ion C6H14N6 with charge +2 at a distorted geometry, computed with ωB97M-V/def2-TZVPD.

The geometry in ORCA input format:
```
! wB97M-V def2-TZVPD RIJCOSX def2/J DEFGRID3
* xyz 2 1
C 1.68 -0.47 0.02
C -1.47 -0.56 -0.70
C -0.28 -0.12 -1.56
C 0.66 -0.27 2.35
C -0.88 1.26 -1.44
C 2.93 -0.96 1.88
N 0.96 -0.34 -0.98
N -1.95 0.71 -0.65
N 1.67 -0.58 1.41
N -0.50 0.11 2.08
N -1.79 -1.64 -0.07
N -1.53 1.88 -2.65
H 2.69 -0.55 -0.26
H -0.19 -0.47 -2.58
H 0.88 -0.43 3.43
H -0.20 2.00 -1.00
H 3.45 -1.65 1.31
H 3.50 0.07 2.04
H 2.87 -1.42 2.94
H -2.04 1.16 0.27
H -1.13 0.31 2.84
H -2.51 -1.49 0.68
H -1.69 -2.61 -0.46
H -0.83 2.31 -3.19
H -2.25 2.61 -2.35
H -2.05 1.17 -3.37
*
```

## Properties
M	170.2	g/mol
HOMO level	-15.9	eV
relative energy (zero: lowest compared OMol25 entry of this formula, charge and spin)	138.83	kJ/mol
E	-15370.1678	eV

***

7.
The molecule C4H12N2O at a distorted geometry, computed with ωB97M-V/def2-TZVPD.

The geometry in ORCA input format:
```
! wB97M-V def2-TZVPD RIJCOSX def2/J DEFGRID3
* xyz 0 1
C -0.93 1.52 -0.30
C 0.14 -1.00 0.80
C 0.46 -0.96 -1.65
C 0.60 -0.39 2.11
N 0.74 -0.27 -0.41
N 0.44 1.10 -0.49
O -1.63 1.61 -1.51
H -1.48 0.80 -2.02
H 1.08 1.60 0.12
H -0.94 2.53 0.12
H -1.44 0.79 0.37
H -0.96 -1.12 0.78
H 0.54 -2.02 0.70
H 0.83 -0.35 -2.47
H -0.61 -1.17 -1.81
H 0.99 -1.91 -1.64
H 1.69 -0.28 2.10
H 0.16 0.59 2.27
H 0.33 -1.04 2.94
*
```

## Properties
M	104.2	g/mol
HOMO level	-8.8	eV
relative energy (zero: lowest compared OMol25 entry of this formula, charge and spin)	235.31	kJ/mol
E	-9368.7550	eV

***

8.
A structure of composition C38H53KN3O5S4SbTe, computed with ωB97M-V/def2-TZVPD.

The geometry in ORCA input format:
```
! wB97M-V def2-TZVPD RIJCOSX def2/J DEFGRID3
* xyz -2 1
K -0.94 0.25 -0.61
C -1.15 -2.83 1.58
O 0.23 -2.48 1.62
C 1.04 -3.43 0.98
C 2.50 -3.16 1.31
O 3.09 -2.09 0.59
C 3.93 -2.48 -0.47
C 3.25 -3.12 -1.67
O 2.35 -2.21 -2.23
C 1.78 -2.71 -3.42
H -1.32 -3.77 2.13
H -1.50 -2.96 0.55
H -1.72 -2.03 2.03
H 0.87 -3.43 -0.11
H 0.79 -4.43 1.36
H 3.08 -4.07 1.15
H 2.55 -2.90 2.37
H 4.70 -3.18 -0.10
H 4.43 -1.57 -0.80
H 2.75 -4.06 -1.39
H 4.04 -3.38 -2.39
H 1.19 -3.62 -3.23
H 2.56 -2.95 -4.16
H 1.11 -1.95 -3.81
C -1.49 3.45 1.36
N -0.86 3.03 0.12
C -1.84 3.05 -0.96
C 0.31 3.83 -0.17
C 1.30 3.11 -1.09
N 1.92 1.96 -0.46
C 2.91 2.35 0.52
C 2.53 1.08 -1.44
H -1.85 4.50 1.31
H -0.78 3.37 2.18
H -2.34 2.80 1.58
H -2.21 4.07 -1.15
H -2.69 2.41 -0.71
H -1.39 2.67 -1.88
H 0.81 4.05 0.77
H 0.04 4.80 -0.62
H 2.06 3.84 -1.43
H 0.78 2.75 -1.99
H 3.74 2.92 0.07
H 3.33 1.46 0.99
H 2.48 2.96 1.31
H 3.39 1.56 -1.95
H 1.80 0.78 -2.19
H 2.88 0.18 -0.94
S -4.98 -4.01 1.48
Sb -5.09 -0.37 0.82
S -5.07 0.67 -1.24
S -3.01 0.24 1.73
S -4.42 -2.82 0.00
C 2.29 4.90 -4.75
O 1.44 3.85 -5.12
C 2.01 2.59 -5.23
C 3.37 2.36 -5.22
C 3.86 1.06 -5.36
C 2.96 0.02 -5.49
C 1.59 0.25 -5.50
C 1.08 1.54 -5.37
N -0.25 1.84 -5.42
C -1.32 0.96 -5.57
C -1.62 -0.18 -4.80
C -2.62 -1.06 -5.29
C -3.04 -2.17 -4.60
C -2.47 -2.46 -3.36
C -1.51 -1.62 -2.83
C -1.06 -0.44 -3.49
O -0.23 0.36 -2.93
H 1.65 5.77 -4.58
H 3.00 5.14 -5.55
H 2.84 4.67 -3.84
H 4.06 3.18 -5.11
H 4.92 0.88 -5.33
H 3.32 -1.00 -5.57
H 0.89 -0.57 -5.59
H -0.45 2.83 -5.50
H -2.02 1.25 -6.34
H -3.06 -0.83 -6.26
H -3.82 -2.81 -5.01
H -2.82 -3.31 -2.78
H -1.08 -1.84 -1.86
Te 1.17 0.17 2.69
C 1.89 1.68 4.01
C 3.25 1.80 4.28
C 3.71 2.76 5.17
C 2.82 3.60 5.81
C 1.46 3.49 5.54
C 1.00 2.54 4.65
C 0.37 -0.90 4.34
C -1.00 -0.97 4.54
C -1.51 -1.70 5.60
C -0.65 -2.35 6.48
C 0.72 -2.27 6.29
C 1.23 -1.56 5.21
H 3.95 1.13 3.79
H 4.77 2.84 5.38
H 3.18 4.35 6.51
H 0.75 4.15 6.03
H -0.06 2.46 4.44
H -1.69 -0.48 3.84
H -2.58 -1.77 5.73
H -1.05 -2.93 7.31
H 1.40 -2.78 6.97
H 2.30 -1.51 5.06
*
```

## Properties
M	1048.6	g/mol
HOMO level (alpha / beta)	-1.3 / -0.9	eV
E	-128471.1764	eV

***

9.
The molecule C6H10O, computed with ωB97M-V/def2-TZVPD.

The geometry in ORCA input format:
```
! wB97M-V def2-TZVPD RIJCOSX def2/J DEFGRID3
* xyz 0 1
O -1.19 1.88 -0.74
C -0.94 0.49 -0.95
C 0.55 0.20 -1.16
C 1.33 0.17 0.16
C 0.75 -0.80 1.20
C -0.74 -1.00 1.07
C -1.50 -0.40 0.15
H -0.53 2.21 -0.11
H -1.50 0.27 -1.86
H 0.97 0.97 -1.83
H 0.64 -0.76 -1.68
H 1.36 1.19 0.58
H 2.38 -0.09 -0.05
H 1.26 -1.77 1.16
H 0.94 -0.41 2.21
H -1.18 -1.68 1.80
H -2.58 -0.56 0.14
*
```

## Properties
M	98.1	g/mol
HOMO level	-9.5	eV
relative energy (zero: lowest compared OMol25 entry of this formula, charge and spin)	11.47	kJ/mol
E	-8431.1215	eV

***

10.
The molecule C16H18O7 at a distorted geometry, computed with ωB97M-V/def2-TZVPD.

The geometry in ORCA input format:
```
! wB97M-V def2-TZVPD RIJCOSX def2/J DEFGRID3
* xyz 0 1
C 2.41 5.48 1.46
C 2.09 4.00 1.50
H 1.21 3.79 2.12
H 2.93 3.41 1.89
O 1.81 3.57 0.16
C 1.70 2.26 -0.02
O 1.82 1.43 0.84
O 1.46 2.04 -1.31
C 1.16 0.75 -1.75
C 0.16 0.01 -1.15
C -0.11 -1.24 -1.70
C 0.63 -1.71 -2.80
C 1.62 -0.96 -3.40
C 1.88 0.29 -2.86
H 2.64 0.92 -3.28
H 2.18 -1.33 -4.24
O 0.21 -2.96 -3.15
C -0.77 -3.31 -2.29
C -1.03 -2.31 -1.39
C -2.02 -2.32 -0.31
O -2.49 -3.32 0.20
O -2.35 -1.07 0.04
C -3.12 -0.90 1.22
C -2.18 -0.90 2.43
O -1.23 0.12 2.23
C -0.14 0.05 3.11
H 0.30 -0.96 3.12
H 0.60 0.75 2.74
H -0.44 0.31 4.14
H -2.76 -0.73 3.35
H -1.69 -1.88 2.50
H -3.86 -1.70 1.31
H -3.60 0.07 1.11
C -1.40 -4.64 -2.45
H -2.09 -4.81 -1.62
H -1.94 -4.69 -3.39
H -0.64 -5.42 -2.45
H -0.38 0.36 -0.29
H 3.28 5.66 0.84
H 2.61 5.83 2.47
H 1.57 6.03 1.06
*
```

## Properties
M	322.3	g/mol
HOMO level	-8.5	eV
relative energy (zero: lowest compared OMol25 entry of this formula, charge and spin)	0.00	kJ/mol
E	-31216.7839	eV